Formula: C3H8NS
Source: the Open Molecules 2025 dataset
Level of theory: the ωB97M-V functional and the def2-TZVPD basis

Output
E = -571.99926 a.u.
Molar mass = 90.171 Da
Maximum force = 3.10 eV/A
LUMO = 4.0 eV
Total charge = -1
Energy relative to the best compared isomer or geometry (same formula, charge and spin) = 49.57 kcal per mole

Cartesian coordinates (Å):
1 C 2.206 0.633 0.459
2 S 2.313 0.567 -1.351
3 H 1.247 0.153 0.788
4 H 3.097 0.197 0.994
5 H 2.276 1.781 0.645
6 C -1.965 0.319 0.286
7 C -0.613 -1.428 -0.798
8 N -1.782 -1.087 -0.323
9 H -1.074 0.902 0.660
10 H -2.623 0.160 1.218
11 H -2.722 0.859 -0.393
12 H -0.652 -2.172 -1.621
13 H 0.290 -0.883 -0.563

***

Formula: C29H23CrF3N11O3S2Se
Source: the Open Molecules 2025 dataset
Level of theory: the ωB97M-V functional and the def2-TZVPD basis

Output
E = -6488.54504 a.u.
Molar mass = 825.661 Da
Maximum force = 1.37 eV/A
LUMO (alpha / beta) = -6.2 / -6.5 eV
<S²> = 3.7791
Total charge = +2
2S+1 = 4

Cartesian coordinates (Å):
1 Cr 0.231 -0.499 0.221
2 N 0.205 1.633 -3.581
3 C 0.253 0.636 -2.706
4 N 0.150 0.813 -1.399
5 C 0.069 2.110 -0.900
6 N -0.216 2.315 0.354
7 N -0.300 1.158 1.059
8 C -0.432 1.193 2.337
9 C -0.312 -0.099 2.985
10 C -0.417 -0.293 4.354
11 C -0.231 -1.567 4.870
12 C 0.010 -2.612 3.990
13 C 0.085 -2.349 2.634
14 N -0.046 -1.121 2.134
15 C 0.250 3.228 -1.802
16 C 0.352 4.545 -1.345
17 C 0.439 5.577 -2.254
18 C 0.397 5.308 -3.624
19 C 0.328 4.010 -4.091
20 C 0.271 2.964 -3.178
21 H 0.196 1.425 -4.568
22 H 0.232 -0.374 -3.086
23 H -0.527 2.128 2.874
24 H -0.629 0.548 4.999
25 H -0.283 -1.747 5.934
26 H 0.153 -3.621 4.348
27 H 0.265 -3.147 1.926
28 H 0.361 4.719 -0.279
29 H 0.516 6.599 -1.911
30 H 0.416 6.125 -4.331
31 H 0.299 3.804 -5.154
32 Se -2.636 -6.470 -3.522
33 N -3.325 -4.971 -2.926
34 C -2.375 -4.296 -2.324
35 C -2.569 -3.008 -1.695
36 C -3.790 -2.327 -1.683
37 C -3.860 -1.117 -1.022
38 C -2.734 -0.619 -0.381
39 N -1.553 -1.236 -0.404
40 C -1.470 -2.415 -1.066
41 C -0.159 -3.028 -1.112
42 N 0.838 -2.309 -0.547
43 C 2.062 -2.831 -0.537
44 C 2.351 -4.074 -1.091
45 C 1.345 -4.809 -1.681
46 C 0.051 -4.275 -1.704
47 C -1.083 -4.933 -2.315
48 N -1.033 -6.100 -2.910
49 H -4.641 -2.762 -2.189
50 H -4.780 -0.552 -0.990
51 H -2.782 0.312 0.169
52 H 2.837 -2.229 -0.086
53 H 3.365 -4.443 -1.051
54 H 1.523 -5.779 -2.127
55 F 4.681 -1.221 1.314
56 C 3.884 -0.640 2.206
57 F 2.929 -1.542 2.543
58 F 4.562 -0.325 3.284
59 S 2.964 0.773 1.436
60 O 2.190 1.334 2.500
61 O 3.927 1.600 0.776
62 O 2.144 -0.002 0.450
63 C 4.716 2.403 -5.461
64 N 4.017 1.289 -4.839
65 C 3.873 1.114 -3.523
66 N 4.398 2.000 -2.692
67 S 2.939 -0.212 -2.975
68 H 4.484 2.406 -6.522
69 H 5.799 2.322 -5.345
70 H 4.375 3.346 -5.030
71 H 3.702 0.538 -5.427
72 H 5.052 2.689 -3.030
73 H 4.336 1.875 -1.688

***

Formula: C39H30BrInN2O4S3Sb
Source: the Open Molecules 2025 dataset
Level of theory: the ωB97M-V functional and the def2-TZVPD basis

Output
E = -6113.86557 a.u.
Molar mass = 1003.362 Da
Maximum force = 0.40 eV/A
LUMO (alpha / beta) = 3.7 / 3.6 eV
<S²> = 0.7605
Total charge = -2
Energy relative to the best compared isomer or geometry (same formula, charge and spin) = 0.00 kcal per mole
2S+1 = 2

Cartesian coordinates (Å):
1 In 0.405 0.082 -0.445
2 O 1.947 0.050 0.900
3 C 2.107 -0.475 2.163
4 C 0.761 -0.472 2.950
5 C -0.240 -1.463 2.442
6 C -0.529 -2.627 3.140
7 C -1.494 -3.491 2.650
8 C -2.146 -3.172 1.475
9 C -1.799 -2.005 0.805
10 C -2.406 -1.638 -0.515
11 C -1.499 -2.091 -1.694
12 O -0.268 -1.467 -1.628
13 C -1.319 -3.611 -1.583
14 C -0.109 -4.142 -1.157
15 C 0.033 -5.513 -0.960
16 C -1.035 -6.370 -1.197
17 C -2.248 -5.844 -1.635
18 C -2.383 -4.476 -1.825
19 C -2.158 -1.740 -3.045
20 C -3.161 -0.782 -3.159
21 C -3.700 -0.466 -4.406
22 C -3.239 -1.093 -5.552
23 C -2.212 -2.027 -5.453
24 C -1.679 -2.341 -4.213
25 N -0.862 -1.171 1.286
26 C 3.110 0.440 2.904
27 C 4.466 0.136 2.985
28 C 5.365 1.017 3.576
29 C 4.922 2.225 4.093
30 C 3.572 2.548 4.002
31 C 2.677 1.669 3.408
32 C 2.628 -1.917 2.096
33 C 2.836 -2.523 0.863
34 C 3.247 -3.852 0.787
35 C 3.464 -4.587 1.944
36 C 3.281 -3.979 3.184
37 C 2.869 -2.657 3.254
38 H 0.321 0.521 2.851
39 H 0.947 -0.664 4.009
40 H 0.001 -2.839 4.059
41 H -1.732 -4.407 3.179
42 H -2.905 -3.821 1.056
43 H -2.512 -0.554 -0.555
44 H -3.399 -2.080 -0.607
45 H 0.712 -3.461 -0.972
46 H 0.982 -5.907 -0.611
47 H -0.926 -7.438 -1.048
48 H -3.088 -6.502 -1.831
49 H -3.331 -4.073 -2.169
50 H -3.524 -0.248 -2.287
51 H -4.467 0.297 -4.471
52 H -3.655 -0.838 -6.521
53 H -1.817 -2.500 -6.345
54 H -0.866 -3.056 -4.142
55 H 4.829 -0.799 2.574
56 H 6.417 0.758 3.622
57 H 5.621 2.916 4.552
58 H 3.212 3.498 4.380
59 H 1.637 1.962 3.315
60 H 2.699 -1.933 -0.037
61 H 3.402 -4.305 -0.186
62 H 3.783 -5.621 1.886
63 H 3.458 -4.539 4.096
64 H 2.734 -2.189 4.225
65 S -4.080 1.409 0.676
66 Sb -2.178 2.611 1.130
67 S -1.294 2.333 3.230
68 S -0.550 2.290 -0.648
69 Br 0.602 -0.989 -8.218
70 C 0.456 -0.183 -6.495
71 C -0.571 0.713 -6.257
72 N -0.735 1.298 -5.074
73 C 0.119 0.982 -4.093
74 C 1.185 0.102 -4.257
75 C 1.358 -0.490 -5.498
76 C 2.182 -0.213 -3.150
77 O 3.184 -0.850 -3.464
78 O 1.908 0.233 -1.982
79 H -1.284 0.957 -7.037
80 H -0.048 1.471 -3.142
81 H 2.183 -1.175 -5.638

***

Formula: C21H27N6O4
Source: the Open Molecules 2025 dataset
Level of theory: the ωB97M-V functional and the def2-TZVPD basis

Output
E = -1446.04821 a.u.
Molar mass = 427.485 Da
Maximum force = 3.50 eV/A
LUMO = 2.6 eV
Total charge = -1

Cartesian coordinates (Å):
1 O -5.652 1.507 1.273
2 O -1.373 -0.345 -1.768
3 O -4.989 -1.866 -1.696
4 O -1.439 -1.870 -0.145
5 N 2.505 0.213 -1.494
6 N 0.521 0.812 1.528
7 C -5.274 2.143 0.300
8 C -1.839 -0.829 -0.707
9 C -5.137 -0.903 -0.948
10 C 3.566 -1.363 -0.263
11 C 1.220 -1.249 4.446
12 C 2.259 -2.062 3.984
13 C 0.936 0.904 0.270
14 C 0.661 -0.285 3.598
15 C 2.740 -1.913 2.680
16 C 1.994 0.172 -0.280
17 C 2.619 -0.777 0.514
18 C 1.118 -0.124 2.288
19 C 2.177 -0.949 1.827
20 N 0.137 1.705 -0.466
21 N -6.203 -0.818 -0.145
22 N 3.486 -0.729 -1.493
23 N -4.627 1.635 -0.749
24 C -5.548 3.626 0.234
25 C -7.241 -1.837 -0.034
26 C 7.486 1.072 -1.333
27 C 4.401 -0.937 -2.621
28 C 6.025 0.792 -1.679
29 C 5.859 -0.630 -2.240
30 C -2.939 -0.015 -0.019
31 C -4.120 0.260 -0.968
32 H 4.240 -2.159 0.023
33 H 0.837 -1.370 5.454
34 H 2.687 -2.818 4.635
35 H -0.154 0.346 3.931
36 H 3.539 -2.554 2.327
37 H -0.630 1.973 0.132
38 H -0.165 1.159 -1.284
39 H -6.227 -0.024 0.486
40 H -4.363 2.292 -1.461
41 H -6.148 3.839 -0.648
42 H -4.601 4.160 0.183
43 H -6.089 3.923 1.131
44 H -7.597 -2.104 -1.031
45 H -8.070 -1.460 0.564
46 H -6.820 -2.726 0.437
47 H 7.589 2.089 -0.944
48 H 8.119 0.974 -2.220
49 H 7.839 0.371 -0.570
50 H 4.097 -0.286 -3.447
51 H 4.312 -1.971 -2.966
52 H 5.679 1.523 -2.418
53 H 5.419 0.921 -0.776
54 H 6.199 -1.358 -1.497
55 H 6.487 -0.744 -3.129
56 H -3.294 -0.525 0.878
57 H -2.496 0.933 0.294
58 H -3.717 0.257 -1.982

***

Formula: C16H39F3N2O4PS
Source: the Open Molecules 2025 dataset
Level of theory: the ωB97M-V functional and the def2-TZVPD basis

Output
E = -2082.22404 a.u.
Molar mass = 443.533 Da
Maximum force = 1.23 eV/A
LUMO = -3.9 eV
Total charge = +1

Cartesian coordinates (Å):
1 F 1.438 0.109 -4.567
2 C 2.052 0.803 -5.525
3 F 2.967 0.043 -6.141
4 F 2.642 1.899 -5.027
5 P 0.809 1.384 -6.809
6 C -0.476 2.406 -6.074
7 C -1.832 1.721 -5.745
8 C -2.263 0.567 -6.635
9 S -3.836 -0.129 -6.029
10 H 0.364 0.289 -7.545
11 H 1.554 2.165 -7.691
12 H -0.052 2.770 -5.145
13 H -0.632 3.272 -6.699
14 H -1.855 1.411 -4.713
15 H -2.580 2.490 -5.850
16 H -1.557 -0.251 -6.624
17 H -2.506 0.881 -7.638
18 H -3.409 -0.689 -4.891
19 C 3.771 2.525 -0.837
20 O 2.873 1.557 -1.353
21 C 3.481 0.515 -2.103
22 C 3.471 -0.804 -1.359
23 N 4.382 -0.788 -0.227
24 C 4.256 -1.918 0.692
25 C 2.920 -2.157 1.390
26 O 2.574 -1.190 2.360
27 C 2.001 0.003 1.861
28 H 3.177 3.370 -0.495
29 H 4.341 2.143 0.015
30 H 4.466 2.872 -1.606
31 H 4.496 0.786 -2.409
32 H 2.879 0.400 -2.998
33 H 3.782 -1.598 -2.047
34 H 2.433 -1.008 -1.060
35 H 4.250 0.068 0.292
36 H 5.008 -1.778 1.470
37 H 4.529 -2.830 0.152
38 H 3.015 -3.096 1.939
39 H 2.094 -2.297 0.681
40 H 1.377 -0.180 0.982
41 H 2.770 0.745 1.626
42 H 1.374 0.421 2.648
43 C -1.686 -2.961 3.371
44 O -1.815 -2.616 4.733
45 C -0.985 -1.542 5.156
46 C -1.783 -0.284 5.421
47 N -2.303 0.292 4.186
48 C -3.294 1.351 4.363
49 C -4.587 1.040 5.110
50 O -5.474 0.178 4.426
51 C -5.189 -1.204 4.532
52 H -2.179 -3.922 3.230
53 H -2.168 -2.230 2.710
54 H -0.634 -3.063 3.084
55 H -0.184 -1.356 4.434
56 H -0.521 -1.855 6.095
57 H -1.133 0.451 5.904
58 H -2.581 -0.541 6.130
59 H -2.712 -0.443 3.627
60 H -3.573 1.694 3.364
61 H -2.805 2.196 4.860
62 H -5.127 1.984 5.215
63 H -4.407 0.674 6.127
64 H -4.774 -1.461 5.509
65 H -4.507 -1.537 3.744
66 H -6.127 -1.743 4.402

***

Formula: CHHgMgO2
Source: the Open Molecules 2025 dataset
Level of theory: the ωB97M-V functional and the def2-TZVPD basis

Output
E = -542.39695 a.u.
Molar mass = 269.912 Da
Maximum force = 0.85 eV/A
LUMO (alpha / beta) = -3.9 / -6.5 eV
<S²> = 2.0035
Total charge = +1
Energy relative to the best compared isomer or geometry (same formula, charge and spin) = 0.00 kcal per mole
2S+1 = 3

Cartesian coordinates (Å):
1 O -1.127 0.464 1.432
2 H -2.033 0.147 1.382
3 Mg -0.745 1.803 2.758
4 O 2.123 -0.938 -3.330
5 C 1.533 -0.883 -2.375
6 Hg 0.249 -0.593 0.132

***

Q: Which value of total charge does entry 2 give?
A: +2